Formula: C2H8N6
Source: OMol25
Level of theory: the ωB97M-V functional and the def2-TZVPD basis

```
16
Properties=species:S:1:pos:R:3:nbo_charge:R:1
N 1.57 0.44 -0.89 -0.256
H 3.79 -0.11 -1.25 0.199
N -1.52 -0.30 0.33 -0.522
N -1.48 -1.55 -0.32 -0.670
H -2.25 -0.22 1.02 0.405
H 0.33 1.90 2.70 0.367
N 0.17 1.22 1.00 -0.386
N 0.21 0.15 -1.24 -0.438
H -2.34 -1.61 -1.09 0.340
N -0.64 1.56 2.25 -0.693
H -0.89 2.62 2.25 0.350
C 2.47 -0.13 -1.64 -0.120
H 0.47 -1.22 -1.08 0.390
H 2.17 -0.82 -2.47 0.165
H -1.76 -2.36 0.36 0.356
C -0.29 0.43 0.07 0.513
```

## Properties
Maximum force: 6.46 eV/Å
HOMO-LUMO gap: 8.60 eV
Energy relative to the best compared isomer or geometry (same formula, charge and spin): 196.70 kcal per mole
HOMO: -8.166 eV
Net charge: 0

Formula: C6H11NO2
Source: OMol25
Level of theory: the ωB97M-V functional and the def2-TZVPD basis

```
20
Properties=species:S:1:pos:R:3:nbo_charge:R:1
C 0.25 0.61 -0.62 -0.080
H 1.25 -0.62 1.49 0.223
H 1.18 -2.67 -0.79 0.207
H -2.57 1.67 1.01 0.375
H 2.62 -1.65 1.03 0.225
C -1.34 0.51 -0.06 0.639
O -1.52 -0.65 0.63 -0.727
H 0.48 -0.85 -2.17 0.222
H 0.44 2.64 -0.18 0.219
C 0.69 -0.67 -1.12 -0.205
H 1.17 -2.38 1.71 0.216
H -2.19 1.42 -1.52 0.480
H -0.99 -1.43 0.15 0.499
C 0.94 -1.73 -0.31 -0.219
N -1.59 1.68 0.74 -0.866
C 1.53 -1.58 1.06 -0.652
O -2.17 0.52 -1.18 -0.726
C 0.91 1.74 -0.55 -0.401
H -1.03 1.65 1.58 0.374
H 1.93 1.82 -0.91 0.198
```

## Properties
Maximum force: 3.04 eV/Å
HOMO-LUMO gap: 10.06 eV
SMILES string: C=C(/C=C\C)C(N)(O)O
Energy relative to the best compared isomer or geometry (same formula, charge and spin): 54.70 kcal per mole
HOMO: -9.335 eV
Net charge: 0

Formula: C6H17N4O2S
Source: OMol25
Level of theory: the ωB97M-V functional and the def2-TZVPD basis

```
30
Properties=species:S:1:pos:R:3:nbo_charge:R:1
H -1.07 -0.23 1.71 0.422
H 0.69 -1.81 -2.33 0.244
H 2.45 2.05 1.12 0.254
S -0.81 -1.66 -0.44 2.238
O -2.11 -1.35 -0.97 -0.955
H -3.21 1.71 -1.03 0.415
N -0.24 -0.06 -0.20 -0.564
C 0.20 -2.57 -1.75 -0.786
H 1.37 1.38 2.19 0.226
H -0.68 -3.14 -2.21 0.296
H 0.58 2.29 0.78 0.222
C -2.23 0.95 0.48 0.711
N -2.29 1.39 -0.79 -0.735
C 2.00 -0.82 0.86 -0.672
H 1.00 -2.89 -1.19 0.245
H -1.70 0.95 -1.46 0.453
H 2.00 -0.68 1.93 0.231
H 2.93 1.14 -1.19 0.242
N -3.22 1.20 1.46 -0.757
N -1.08 0.32 0.83 -0.453
H -2.74 1.27 2.32 0.407
C 1.37 0.38 0.14 0.230
H 2.10 -0.32 -1.58 0.204
C 1.92 0.68 -1.23 -0.632
H -3.87 1.94 1.22 0.420
H 1.33 1.19 -1.85 0.222
C 1.42 1.58 1.14 -0.657
H 3.07 -0.71 0.66 0.238
O -0.69 -2.34 0.79 -0.936
H 1.55 -1.83 0.58 0.226
```

## Properties
Maximum force: 5.15 eV/Å
HOMO-LUMO gap: 11.28 eV
Energy relative to the best compared isomer or geometry (same formula, charge and spin): 28.19 kcal per mole
HOMO: -14.039 eV
Net charge: +1

Formula: C5H13NO2
Source: OMol25
Level of theory: the ωB97M-V functional and the def2-TZVPD basis

```
21
Properties=species:S:1:pos:R:3:nbo_charge:R:1
H -0.15 -2.39 1.12 0.190
O -2.61 1.12 0.83 -1.142
H -0.68 0.98 -0.10 0.364
C 1.00 -0.19 -0.24 0.633
H 4.10 0.14 1.10 0.217
H -0.33 -0.96 -1.43 0.444
H 3.17 1.46 0.40 0.207
C 3.25 0.38 0.47 -0.156
H -2.64 0.75 -0.27 0.493
H 2.56 -1.55 0.14 0.243
H 0.40 1.57 -1.30 0.302
C 0.39 1.14 -0.29 -0.792
H 0.84 1.80 0.44 0.238
H -3.45 1.42 1.17 0.452
C 2.33 -0.49 0.16 -0.353
H -2.94 0.35 -2.06 0.448
N 0.22 -1.26 -0.62 -0.658
H -1.54 -2.11 0.13 0.256
H -0.91 -0.75 1.13 0.232
C -0.67 -1.63 0.54 -0.410
O -2.32 0.19 -1.34 -1.208
```

## Properties
Maximum force: 2.62 eV/Å
HOMO-LUMO gap: 5.15 eV
Energy relative to the best compared isomer or geometry (same formula, charge and spin): 127.39 kcal per mole
HOMO: -7.787 eV
Net charge: 0

Formula: C4H6N4
Source: OMol25
Level of theory: the ωB97M-V functional and the def2-TZVPD basis

```
14
Properties=species:S:1:pos:R:3:nbo_charge:R:1
N 0.55 0.99 -2.28 -0.754
H -1.78 -0.08 2.41 0.211
H 1.56 -0.61 -0.92 0.411
N 0.36 0.16 2.00 -0.487
C 1.29 0.21 1.06 0.262
N -0.37 -0.50 -0.64 -0.299
N 0.94 -0.62 0.02 -0.462
C -0.45 0.30 -1.73 0.269
H 2.19 0.59 1.46 0.225
C -1.35 -0.57 0.44 -0.066
H -1.58 0.37 -2.05 0.170
H -2.48 -0.53 -0.14 0.224
C -0.90 -0.18 1.68 -0.067
H 0.22 1.43 -3.25 0.363
```

## Properties
Maximum force: 6.96 eV/Å
HOMO-LUMO gap: 8.29 eV
SMILES string: [H]/N=C/N1C=CN=CN1
Energy relative to the best compared isomer or geometry (same formula, charge and spin): 114.21 kcal per mole
HOMO: -8.039 eV
Net charge: 0

Formula: C27H53ClN3O4PbSi2
Source: OMol25
Level of theory: the ωB97M-V functional and the def2-TZVPD basis

```
91
Properties=species:S:1:pos:R:3:lowdin_charge:R:1
H -0.52 0.92 4.99 0.026
H 4.29 -1.39 -4.97 0.086
H -1.67 0.16 0.40 -0.046
H 5.67 -0.12 -3.60 0.085
H -1.75 3.46 -2.01 0.023
H -2.49 4.54 1.75 0.021
H 2.83 -1.64 2.44 -0.022
C 1.99 3.62 1.31 -0.333
Si -1.90 2.61 0.31 0.357
H -3.86 -5.65 0.97 0.087
N 2.27 4.92 1.17 -0.179
C -1.55 4.08 1.44 -0.178
H 2.21 4.84 -0.92 0.089
N -2.28 -1.46 -2.62 -0.171
H -2.08 -3.43 -3.30 0.099
H -3.34 2.26 3.79 0.023
H 2.12 3.24 2.33 0.079
C -1.68 -1.25 3.08 -0.173
C -0.98 -1.35 -2.29 -0.311
H 4.98 1.03 -2.39 0.089
H -4.32 1.93 0.63 0.007
C -0.69 -5.73 -0.28 -0.038
H 3.49 6.31 2.18 0.085
H -4.06 -0.53 -3.09 0.079
C -3.15 -0.30 -2.52 -0.036
H 0.63 1.15 3.66 -0.034
Pb 1.25 0.37 0.52 1.253
Si -1.69 0.61 2.84 0.331
H 2.61 -3.33 2.95 0.080
C 3.37 -0.84 -4.74 -0.046
C -0.40 1.36 3.99 -0.200
H 3.68 -3.10 -0.03 0.093
H -0.81 1.95 -1.84 0.004
H 2.96 -2.38 -1.46 0.062
Cl 3.04 0.82 2.40 -0.126
H 1.75 6.48 2.51 0.090
C 2.56 5.76 2.33 -0.047
H -0.68 -1.69 2.94 0.000
N 3.59 -0.04 -3.54 -0.185
C -2.90 -5.28 0.60 -0.116
O -0.46 -0.31 -1.85 -0.111
H 1.66 -4.66 -0.65 0.111
C -1.42 -3.45 0.03 -0.076
H -0.96 4.83 0.90 0.015
H -3.98 2.37 -1.06 0.010
H 1.46 -2.08 3.46 0.060
C 1.60 -2.58 0.13 -0.269
H -0.15 3.49 -1.23 0.004
H -2.36 -1.76 2.38 0.015
O 2.73 0.77 -1.57 -0.165
C -2.88 -2.74 -2.98 -0.044
O 1.63 2.88 0.36 -0.188
C -2.67 -3.91 0.49 -0.102
C -1.07 2.90 -1.35 -0.189
H 3.14 6.21 -0.22 0.084
C -3.38 1.22 3.44 -0.196
C 1.23 -2.68 1.42 -0.246
H -0.51 2.45 4.09 0.011
H 1.37 6.25 -0.20 0.091
H 4.99 1.42 -4.14 0.089
H 2.55 -1.54 -4.54 0.094
H -2.01 -1.50 4.10 0.030
H -3.69 0.60 4.29 0.017
H -3.41 -3.19 -2.13 0.079
H -0.99 3.80 2.34 0.007
H -2.08 -7.27 0.31 0.089
C 2.08 -2.42 2.62 -0.141
C 4.88 0.62 -3.40 -0.039
H -3.46 -3.19 0.75 0.099
C -1.91 -6.20 0.23 -0.098
H 0.09 -6.42 -0.61 0.113
H -3.59 -2.58 -3.80 0.079
C -0.46 -4.36 -0.38 -0.191
H 3.41 -1.36 -0.06 0.040
C -1.36 0.99 1.06 -0.475
H 2.66 5.11 3.21 0.092
C 2.59 0.18 -2.68 -0.287
H 3.10 -0.21 -5.60 0.087
C 2.24 5.59 -0.13 -0.035
H -4.15 1.15 2.67 0.007
H -1.17 -2.38 0.02 0.104
H 0.27 -3.12 1.68 0.077
H -4.16 3.64 0.17 0.017
C 2.97 -2.33 -0.37 -0.135
O 0.89 -3.78 -2.26 -0.206
H -0.40 -2.27 -2.46 0.108
H -2.65 0.58 -2.94 0.089
H -3.43 -0.09 -1.47 0.087
H 1.62 -0.23 -3.00 0.133
C 0.88 -3.95 -0.98 -0.451
C -3.77 2.62 -0.01 -0.196
```

## Properties
Maximum force: 3.50 eV/Å
HOMO-LUMO gap: 5.96 eV
Energy relative to the best compared isomer or geometry (same formula, charge and spin): 29.16 kcal per mole
HOMO: -3.551 eV
Net charge: -1

Among the records above, which one has the lowest HOMO-LUMO gap? C5H13NO2

What is the HOMO in the fourth record? -7.787 eV

Among the records above, which one has the lowest maximum force? C5H13NO2